Entry w
{"formula": "C5H6O2", "method": "ωB97M-V/def2-TZVPD", "symbols": ["C", "C", "C", "C", "O", "H", "H", "H", "H", "C", "O", "H", "H"], "xyz": [[-0.497, 2.569, 1.900], [-0.601, 1.574, 1.225], [-0.692, 0.408, 0.405], [-0.602, -0.831, 0.920], [-0.610, -1.983, 0.235], [-0.411, 3.445, 2.504], [-0.834, 0.548, -0.664], [-0.505, -0.996, 1.990], [-0.568, -1.797, -0.726], [1.344, -0.733, -1.942], [0.274, -1.185, -2.286], [1.697, -0.798, -0.898], [2.005, -0.221, -2.662]], "lumo_ev": 0.15, "gap_ev": 8.585, "smiles": "C#C/C=C/O.C=O"}

=====

Entry x
{"formula": "C5H6O2", "method": "ωB97M-V/def2-TZVPD", "symbols": ["C", "C", "O", "C", "O", "C", "C", "H", "H", "H", "H", "H", "H"], "xyz": [[-0.745, -0.708, -0.325], [-0.148, 0.444, 0.370], [0.981, 0.284, -0.427], [1.625, -1.421, 0.001], [2.048, -1.483, 1.128], [-0.868, 1.709, 0.199], [-1.495, 2.727, 0.059], [-1.178, -1.573, 0.172], [0.555, -1.838, -0.241], [-0.974, -0.559, -1.373], [0.049, 0.245, 1.435], [2.196, -1.464, -0.940], [-2.044, 3.636, -0.057]], "lumo_ev": [-1.38, -1.38], "gap_ev": [7.992, 7.993]}

=====

Which is most stable? The ranking, best first, is entry w, entry x.

=====

Entry w
{"formula": "C5H6O2", "method": "ωB97M-V/def2-TZVPD", "symbols": ["C", "C", "O", "C", "C", "C", "O", "H", "H", "H", "H", "H", "H"], "xyz": [[0.089, 1.418, -1.126], [0.481, 0.503, 0.013], [1.041, -0.733, -0.483], [0.424, -1.728, 0.250], [-0.587, -1.409, 1.050], [-0.687, 0.029, 0.838], [-1.586, 0.711, 1.300], [-0.636, 0.943, -1.795], [-0.351, 2.347, -0.748], [0.967, 1.670, -1.731], [1.220, 0.974, 0.670], [0.828, -2.714, 0.073], [-1.203, -2.011, 1.688]], "lumo_ev": 0.66, "gap_ev": 10.208, "smiles": "C[C@@H]1OC=CC1=O"}

=====

Entry x
{"formula": "C5H6O2", "method": "ωB97M-V/def2-TZVPD", "symbols": ["O", "C", "C", "C", "C", "C", "O", "H", "H", "H", "H", "H", "H"], "xyz": [[2.003, -1.387, -0.776], [1.544, -0.263, -0.844], [0.225, 0.147, -0.298], [-0.732, -0.380, 1.330], [-0.711, -1.003, 0.042], [-0.246, 1.510, -0.410], [-1.159, 1.955, 0.266], [2.106, 0.526, -1.398], [-1.645, 0.120, 1.700], [0.076, -0.475, 2.047], [-1.650, -1.028, -0.503], [-0.090, -1.892, -0.023], [0.278, 2.170, -1.133]], "lumo_ev": -0.45, "gap_ev": 8.778}

=====

Which is most stable? The ranking, best first, is entry w, entry x.

=====

Entry w
{"formula": "C3H5FN2", "method": "ωB97M-V/def2-TZVPD", "symbols": ["C", "C", "F", "C", "N", "N", "H", "H", "H", "H", "H"], "xyz": [[-0.335, 1.151, 1.185], [-0.034, 1.075, -0.112], [-0.448, 2.160, -0.863], [0.704, 0.101, -0.978], [0.583, -1.167, -1.014], [-0.404, -1.839, -0.371], [-0.142, 0.345, 1.892], [-0.771, 2.093, 1.689], [1.538, 0.479, -1.589], [-0.235, -2.843, -0.453], [-0.456, -1.555, 0.613]], "lumo_ev": 0.85, "gap_ev": 10.114, "smiles": "C=C(F)/C=N\\N"}

=====

Entry x
{"formula": "C3H5FN2", "method": "ωB97M-V/def2-TZVPD", "symbols": ["H", "N", "C", "N", "C", "C", "F", "H", "H", "H", "H"], "xyz": [[-1.500, -1.914, -0.224], [-1.795, -0.944, -0.134], [-0.744, -0.191, -0.037], [-0.954, 1.177, -0.020], [0.647, -0.663, 0.124], [1.643, 0.180, -0.132], [2.905, -0.191, -0.058], [-1.955, 1.350, -0.115], [-0.448, 1.700, 0.656], [0.772, -1.668, 0.501], [1.428, 1.165, -0.562]], "lumo_ev": 0.86, "gap_ev": 10.228, "smiles": "[H]/N=C(N)\\C=C\\F"}

=====

Entry y
{"formula": "C3H5FN2", "method": "ωB97M-V/def2-TZVPD", "symbols": ["C", "C", "C", "N", "N", "F", "H", "H", "H", "H", "H"], "xyz": [[0.612, -0.850, -0.045], [-0.696, -1.047, 0.380], [1.103, 0.658, 0.015], [-0.057, 1.434, 0.270], [-1.486, -0.005, 0.443], [-2.435, 0.272, -0.595], [1.364, -1.605, -0.131], [-1.093, -2.016, 0.273], [1.734, 0.702, 0.886], [1.536, 0.898, -0.922], [-0.583, 1.558, -0.573]], "lumo_ev": [-0.29, -0.29], "gap_ev": [8.691, 8.694]}

=====

Which is most stable? The ranking, best first, is entry x, entry w, entry y.

=====

Entry w
{"formula": "C3H5FN2", "method": "ωB97M-V/def2-TZVPD", "symbols": ["C", "C", "F", "C", "N", "N", "H", "H", "H", "H", "H"], "xyz": [[0.657, -1.376, 0.410], [-0.051, -0.196, 0.754], [-0.614, -0.125, 1.997], [0.009, 1.089, 0.028], [-0.058, 1.052, -1.283], [0.016, -0.087, -1.877], [1.555, -1.540, -0.414], [0.630, -2.105, 1.214], [0.111, 2.042, 0.443], [-0.122, -0.168, -3.066], [-0.050, -0.958, -1.183]], "lumo_ev": 0.51, "gap_ev": 8.986, "smiles": "C=C(F)/C=N\\N"}

=====

Entry x
{"formula": "C3H5FN2", "method": "ωB97M-V/def2-TZVPD", "symbols": ["H", "N", "C", "N", "C", "C", "F", "H", "H", "H", "H"], "xyz": [[1.859, -1.753, -0.305], [0.888, -2.050, -0.166], [0.210, -0.956, -0.148], [-1.138, -0.938, 0.078], [0.883, 0.381, -0.301], [0.294, 1.536, -0.043], [-0.886, 1.751, 0.448], [-1.629, -1.763, 0.353], [-1.578, -0.081, 0.256], [1.938, 0.487, -0.565], [0.814, 2.500, -0.202]], "lumo_ev": 0.88, "gap_ev": 10.002, "smiles": "[H]/N=C(N)\\C=C/F"}

=====

Which is most stable? The ranking, best first, is entry x, entry w.